1.
{
  "formula": "C32H62F3N3O28S2",
  "method": "ωB97M-V/def2-TZVPD",
  "elements": ["H", "H", "O", "H", "C", "O", "O", "H", "O", "H", "H", "H", "O", "O", "O", "H", "H", "H", "C", "H", "N", "H", "O", "O", "C", "O", "H", "H", "H", "F", "C", "H", "C", "H", "C", "C", "H", "H", "H", "H", "H", "O", "C", "H", "S", "H", "H", "H", "C", "H", "O", "C", "H", "C", "C", "H", "H", "O", "C", "S", "C", "H", "O", "H", "H", "N", "H", "O", "H", "H", "H", "O", "H", "H", "C", "C", "H", "O", "O", "C", "O", "C", "O", "H", "C", "C", "C", "O", "F", "H", "O", "O", "H", "H", "H", "H", "C", "H", "O", "C", "H", "C", "H", "H", "C", "H", "O", "H", "C", "H", "O", "C", "H", "O", "N", "O", "C", "H", "H", "C", "H", "C", "H", "H", "H", "H", "C", "F", "C", "H"],
  "coordinates": [[0.627, 0.632, 0.522], [4.478, 1.829, 4.142], [2.261, -5.738, -0.521], [-2.551, -1.621, -0.072], [-3.441, 1.991, 3.489], [7.894, -2.105, 3.641], [-2.257, 5.218, -3.940], [3.444, 4.134, -0.193], [1.747, -1.328, -3.962], [-2.541, 4.679, 2.780], [2.326, 0.590, -4.185], [5.931, -0.111, 0.668], [3.980, -0.321, -0.884], [-4.304, -3.419, 4.985], [0.149, -1.070, -5.437], [-3.114, -7.437, 3.862], [-2.504, 1.740, 3.981], [2.313, 0.907, 4.262], [1.879, -4.853, -1.587], [0.816, -0.357, 2.734], [-2.702, -2.214, -4.477], [-2.057, -2.997, 0.688], [-5.104, 0.149, 1.103], [-4.226, 0.872, 3.044], [-4.202, -5.597, 4.277], [7.103, -0.546, 2.260], [-0.179, 1.400, -6.701], [1.396, -0.412, -6.815], [2.303, -5.246, -2.510], [-2.586, 1.752, -1.084], [1.107, -0.085, -5.812], [-5.015, -5.821, 3.579], [-3.524, -6.870, 4.700], [-3.594, -2.916, 0.059], [5.813, -0.191, 1.745], [-3.101, 2.722, 2.172], [-4.098, 2.571, 4.135], [-2.156, 2.325, 1.801], [-1.815, -2.144, -3.934], [-0.566, -1.438, 2.496], [1.345, 1.987, -6.286], [3.745, -5.247, 1.549], [3.666, 2.649, -2.484], [-0.069, -0.285, -1.794], [3.718, -5.371, 0.126], [3.976, -0.406, 3.733], [-2.594, 3.187, -4.270], [-3.888, 4.224, -4.834], [3.719, 2.465, 4.595], [4.455, 3.330, -2.161], [-1.350, 7.272, -5.160], [2.275, -0.293, -4.821], [1.580, 3.206, 5.993], [2.479, 2.723, -1.539], [-2.133, 4.300, -6.084], [-5.249, 0.484, -2.664], [3.452, 2.876, -3.527], [-0.047, -2.701, -3.927], [0.571, -1.771, -4.387], [-0.975, 5.985, -4.663], [-2.804, 4.148, -4.742], [0.058, 1.640, -4.990], [2.580, 1.489, -0.782], [2.004, -2.930, -0.564], [3.247, -0.562, -5.220], [-2.873, -2.404, 0.553], [-4.294, 4.360, 2.773], [-1.106, -0.420, 0.011], [-3.339, -2.518, -3.737], [1.574, 2.718, -2.150], [-3.200, -1.914, 1.399], [-0.069, 3.638, 2.450], [2.839, -2.946, -2.103], [-1.876, 3.380, -6.612], [2.298, 1.997, 4.317], [0.586, 3.084, 3.272], [2.932, -1.607, 2.996], [0.141, 2.862, 4.527], [1.812, 2.580, 3.130], [0.566, 1.329, -5.903], [-2.981, -2.537, 3.425], [1.220, 2.396, 5.365], [-0.895, 4.857, -5.768], [0.806, -4.707, -1.590], [2.596, -3.560, -1.238], [6.973, -1.599, 3.082], [0.149, -0.331, 0.694], [-1.988, -0.813, -2.079], [-0.427, 2.175, -0.738], [-2.652, -6.719, 5.344], [4.107, 1.294, -2.395], [-4.061, 2.112, 1.260], [-3.323, 4.678, 1.257], [1.854, 3.715, 0.281], [-4.867, -0.994, -2.041], [-3.960, -4.938, 6.314], [-1.065, -0.088, -1.375], [-3.829, 0.132, -1.615], [4.693, -6.166, -0.551], [3.653, -0.817, 2.774], [4.761, -2.104, 1.331], [-3.541, -3.490, 3.894], [-5.441, 0.163, -1.035], [-2.762, -3.016, -5.107], [4.888, -1.367, 2.124], [1.978, 4.825, -0.975], [-3.343, -4.752, 3.509], [-5.641, -4.973, 5.744], [-3.362, 4.205, 2.237], [-4.162, -7.524, 5.295], [3.761, -3.845, -0.502], [-0.122, -0.490, 2.194], [-0.784, 0.322, 2.506], [5.705, -2.029, 3.094], [-4.837, 0.010, -1.863], [0.140, 5.873, -3.773], [-4.492, 0.982, 1.744], [3.923, 2.589, 5.656], [0.988, 1.479, 5.895], [-4.618, -4.724, 5.472], [-2.972, -1.330, -4.897], [-1.319, 1.450, -1.410], [3.160, -0.018, 2.218], [-2.644, 4.931, -6.816], [5.536, 0.749, 2.224], [3.823, 3.406, 4.050], [2.458, 3.918, -0.610], [-1.161, 1.879, -2.713], [3.592, 0.725, -1.309], [0.803, -1.153, 0.384]],
  "lumo_ev": -6.1,
  "charge": 2
}

2.
{
  "formula": "C32H62FIN2O13S5",
  "method": "ωB97M-V/def2-TZVPD",
  "elements": ["H", "H", "H", "H", "C", "H", "H", "C", "H", "H", "C", "C", "H", "C", "C", "H", "H", "H", "O", "H", "H", "S", "C", "C", "N", "C", "H", "C", "H", "C", "S", "C", "C", "H", "C", "S", "O", "C", "C", "H", "F", "H", "H", "O", "H", "O", "H", "H", "H", "H", "H", "H", "S", "H", "C", "H", "H", "H", "N", "C", "H", "O", "S", "H", "C", "H", "C", "C", "C", "H", "H", "H", "H", "H", "C", "O", "H", "H", "I", "H", "H", "C", "C", "H", "H", "C", "O", "H", "C", "H", "O", "C", "O", "C", "H", "H", "O", "H", "H", "H", "H", "O", "H", "O", "C", "H", "H", "H", "H", "C", "H", "H", "H", "C", "O", "H"],
  "coordinates": [[-6.707, -0.271, -0.870], [5.577, 2.417, -0.117], [-2.289, -4.639, 4.782], [5.969, 5.323, -0.262], [-6.177, 1.528, -3.596], [2.630, -3.167, -2.867], [-4.878, 1.328, 1.426], [1.515, -5.499, -1.008], [8.014, 5.197, 0.682], [-1.885, -2.530, -1.490], [0.733, 0.974, 0.729], [4.835, 5.174, -2.699], [4.183, -3.299, -0.667], [5.439, -2.182, -1.685], [-1.610, 0.201, 0.185], [-1.525, -4.117, -2.664], [-5.974, 2.494, 3.236], [-2.148, -0.732, -0.401], [0.343, 1.682, 1.534], [-4.624, -3.577, 3.541], [-6.689, -1.178, -2.356], [-4.728, -0.197, -2.199], [4.370, -2.988, -1.639], [-5.153, 1.916, 3.385], [-0.744, -4.147, -0.638], [3.906, -1.508, -3.553], [5.578, 3.256, -2.733], [-2.960, -3.723, 4.647], [4.054, 7.183, -2.558], [3.270, -2.338, -2.422], [7.330, 3.029, 1.288], [-4.852, 0.645, -3.774], [3.837, 6.115, -2.613], [0.055, -3.490, -0.156], [-0.031, -5.438, -0.984], [5.113, -0.686, -2.553], [-4.101, -1.427, -2.411], [4.990, 4.060, 1.301], [-1.235, -3.422, -1.819], [-5.879, 2.399, -2.970], [6.159, 5.551, -2.790], [2.834, 2.283, -2.745], [2.423, -1.856, -1.887], [4.431, 0.242, -1.725], [1.615, 6.346, -2.508], [-0.643, -6.456, -1.332], [-5.194, -1.260, 2.400], [-4.888, -0.247, -4.460], [-3.962, 1.287, -3.990], [4.681, -4.019, -2.021], [-0.496, -3.108, 3.121], [5.616, 5.991, 1.302], [-2.711, -3.410, 2.096], [-1.222, -2.115, 5.100], [-5.686, -0.278, 2.597], [2.810, 0.240, 0.554], [5.171, 1.904, 1.535], [-6.741, 1.855, -4.432], [-0.162, 0.027, -0.031], [5.611, 2.714, 0.968], [-2.061, 1.032, -0.302], [6.258, -0.264, -3.296], [-6.030, -0.331, 4.311], [-5.841, 2.009, 5.151], [-6.465, -0.269, -2.005], [2.175, 1.324, -0.804], [2.174, 1.042, 0.338], [2.444, 5.639, -2.609], [-3.724, -4.003, 3.418], [2.039, -5.121, -1.805], [1.115, 4.022, -2.533], [-1.371, -1.549, 2.686], [1.790, -6.646, -0.749], [6.133, -2.649, -2.470], [2.237, 4.216, -2.625], [8.128, 2.562, 0.140], [4.063, 4.219, 1.032], [4.931, 4.102, 2.480], [-0.102, 0.328, -3.406], [1.306, -2.611, 1.116], [4.584, -2.182, -4.269], [-7.119, 0.869, -2.488], [-5.250, 1.230, 4.613], [-4.379, 2.641, 3.606], [-6.667, -0.140, 2.018], [-1.972, -2.480, 4.414], [-7.462, -0.057, 4.420], [-1.567, -4.255, 0.164], [7.298, 4.777, 1.336], [-0.057, 0.057, -1.040], [-5.363, -1.349, 4.956], [4.655, 3.793, -2.639], [7.638, 2.497, 2.575], [-4.744, 0.996, 2.330], [-7.131, 1.734, -1.710], [-3.665, 0.601, 2.545], [0.700, -2.351, 0.572], [-1.826, 0.106, 1.197], [-4.089, -5.138, 3.209], [-0.413, -2.979, -2.434], [1.916, -5.057, -0.024], [-3.489, -2.577, 1.251], [-2.556, -1.542, 4.326], [-2.096, -4.578, 1.565], [5.999, 5.122, 0.858], [0.155, -0.923, 0.033], [7.396, 5.093, 2.493], [2.561, 1.782, 0.960], [5.861, -1.850, -0.836], [3.264, 3.357, -2.606], [3.276, -0.728, -4.113], [-4.340, 1.175, 5.172], [-3.480, -3.705, 5.563], [-1.485, -2.620, 3.117], [-4.220, 0.756, -1.268], [-8.340, 0.855, -2.712]],
  "relative_energy_kcal_mol": 0.00,
  "lumo_ev": 0.0,
  "charge": 0
}

3.
{
  "formula": "C32H62O27",
  "method": "ωB97M-V/def2-TZVPD",
  "elements": ["H", "O", "C", "C", "C", "O", "H", "C", "O", "O", "C", "H", "C", "H", "H", "C", "C", "H", "O", "O", "H", "H", "C", "H", "O", "H", "H", "C", "H", "H", "H", "O", "H", "H", "H", "H", "C", "O", "O", "H", "C", "H", "O", "H", "H", "C", "H", "H", "O", "H", "C", "H", "C", "H", "O", "C", "O", "H", "C", "H", "H", "O", "C", "H", "H", "C", "H", "H", "C", "H", "H", "H", "H", "H", "H", "H", "O", "H", "H", "O", "O", "O", "H", "H", "C", "O", "H", "C", "C", "C", "C", "O", "O", "C", "H", "C", "C", "H", "H", "H", "C", "H", "H", "C", "C", "H", "H", "H", "H", "O", "O", "H", "C", "O", "O", "H", "H", "H", "H", "H", "O"],
  "coordinates": [[2.523, -6.863, -2.430], [-2.447, -0.807, -4.640], [-2.761, -2.095, -4.711], [-1.106, -0.510, -4.218], [2.300, 4.196, 3.118], [-2.035, -3.022, -4.466], [3.546, 4.326, -5.831], [-3.183, 1.469, 3.882], [-3.375, -5.095, 0.475], [3.642, 2.791, -3.999], [3.964, 0.804, 0.686], [3.124, -3.155, 7.613], [-3.135, 5.113, -0.651], [-4.172, 2.036, -0.732], [4.546, 0.045, -1.272], [1.976, -7.050, -3.354], [-3.770, -4.152, 1.105], [6.955, -0.369, -0.028], [3.429, 3.487, 3.056], [1.501, 3.700, 2.178], [-2.458, 0.758, 1.305], [5.412, 1.437, -0.562], [4.457, 3.846, 3.987], [-1.995, -0.970, 3.495], [0.735, -1.879, 0.841], [4.968, 2.907, 4.208], [1.783, 1.265, -2.000], [5.769, -0.147, 1.813], [3.297, 0.766, -2.754], [-3.901, -5.893, 3.277], [-2.428, 0.350, -0.330], [-3.049, 3.756, -0.256], [-3.370, 5.502, -2.812], [5.763, -1.077, 2.372], [1.360, -2.326, -3.586], [-0.326, 3.604, 1.343], [1.857, -2.429, 0.159], [2.264, -4.518, -2.543], [2.425, -2.176, 5.977], [2.439, -1.670, -0.360], [2.034, -2.507, -4.425], [0.947, -7.290, -3.080], [-2.288, 1.692, 4.648], [-0.845, 0.403, -4.750], [-3.798, -3.159, -1.269], [2.218, 0.789, -2.885], [5.179, 4.497, 3.501], [-4.413, 4.288, 2.978], [-3.552, -2.869, 0.819], [0.918, 0.748, 3.976], [-4.766, -5.485, 2.752], [6.481, 0.596, 2.160], [-1.752, 0.525, 0.514], [-4.982, -6.187, 1.946], [1.913, 1.353, -4.149], [0.185, 4.199, 2.093], [-4.500, -4.194, 2.217], [-2.691, 4.010, 2.901], [-0.041, -1.083, 0.108], [-2.127, 5.518, -0.740], [-4.732, 5.933, -1.869], [2.137, -3.883, -4.713], [-3.942, 5.182, -1.942], [2.656, 1.007, 3.786], [-3.747, -4.021, -6.094], [2.460, 4.333, -5.879], [-0.412, -1.222, -4.665], [2.073, 5.098, -5.206], [-2.919, -0.835, 4.065], [-3.573, 3.967, 4.489], [4.006, 4.219, 4.900], [1.529, -3.243, -0.488], [-5.530, 3.736, -2.412], [2.490, -2.914, 0.902], [-3.364, -1.551, -0.656], [1.776, -0.202, -2.794], [-4.025, -2.187, -5.112], [-5.037, 3.372, -0.014], [2.434, -7.913, -3.830], [1.618, -0.091, 6.256], [4.494, 0.520, 1.898], [-3.653, 0.260, 3.542], [-1.046, 1.301, 0.218], [-3.528, -1.721, 3.903], [1.846, 0.303, 3.616], [2.091, 5.159, 3.802], [-5.388, -3.347, -6.022], [-3.596, 3.725, 3.430], [2.396, -2.387, 7.382], [5.933, -0.526, 0.313], [-3.204, -2.620, -0.534], [1.984, -5.961, -4.248], [0.116, -0.871, -1.067], [2.591, 2.454, -4.470], [-4.630, -4.120, -4.597], [-4.253, 3.119, -0.741], [2.120, -4.747, -3.716], [-2.646, -0.752, 5.114], [2.572, -1.462, 7.931], [-0.345, 4.083, 3.042], [-4.487, 3.770, -2.088], [-3.966, 3.247, -2.894], [-2.150, -2.783, -0.764], [-4.464, -3.485, -5.470], [2.008, -0.981, 5.551], [1.755, 0.102, 2.555], [2.102, 4.498, -6.887], [-3.634, 5.675, 0.150], [0.146, 5.266, 1.864], [-3.897, 2.357, 3.183], [2.096, -0.965, 4.228], [1.757, -1.940, -5.308], [4.990, 0.445, -0.367], [1.948, 3.073, -5.451], [2.963, 1.437, 0.555], [-5.605, -5.347, 3.424], [2.985, -2.052, -4.118], [5.615, -1.554, 0.164], [-1.037, -0.490, -3.136], [1.397, -2.718, 7.681], [-0.919, -0.555, 0.939]],
  "relative_energy_kcal_mol": 0.00,
  "lumo_ev": 0.5,
  "charge": 0,
  "smiles": "COC(=O)OC.COC(=O)OC.COC(=O)OC.COC(=O)OC.COC(=O)OC.COC(=O)OC.COC(=O)OC.COC(=O)OC.O=C1CCCO1.C1CCOC1"
}

4.
{
  "formula": "C32H63AlCl26FO3",
  "method": "ωB97M-V/def2-TZVPD",
  "elements": ["H", "Cl", "C", "H", "Cl", "H", "C", "C", "H", "H", "Cl", "C", "H", "H", "Cl", "Cl", "H", "Cl", "O", "Cl", "H", "H", "H", "H", "C", "H", "C", "H", "H", "Cl", "H", "H", "C", "Al", "H", "C", "H", "Cl", "H", "H", "H", "C", "C", "C", "Cl", "C", "C", "H", "C", "Cl", "H", "H", "C", "O", "Cl", "H", "H", "Cl", "H", "H", "Cl", "H", "C", "Cl", "Cl", "C", "C", "C", "H", "Cl", "H", "C", "H", "H", "C", "Cl", "H", "H", "H", "C", "H", "C", "C", "H", "C", "Cl", "Cl", "H", "H", "F", "H", "C", "Cl", "H", "H", "C", "C", "H", "Cl", "O", "C", "H", "H", "H", "C", "H", "Cl", "H", "H", "H", "C", "Cl", "H", "H", "H", "H", "H", "H", "H", "H", "Cl", "H", "C", "Cl", "H", "H"],
  "coordinates": [[5.404, 0.722, -4.021], [-2.756, -7.188, 5.141], [5.337, -3.584, -6.566], [-6.556, 2.475, 3.961], [3.125, 4.893, -15.627], [5.982, 0.080, 2.890], [-3.474, 6.080, 6.381], [-6.204, -7.835, 9.024], [-3.617, 1.104, 9.583], [-1.209, -2.196, 4.469], [8.572, 0.775, -5.698], [5.927, -1.820, 1.864], [5.784, -4.573, -6.481], [-2.343, -7.262, 2.829], [3.041, -2.124, -6.758], [4.986, 5.860, -12.945], [-4.270, 2.797, 0.001], [-7.617, -8.617, 8.269], [-2.684, 2.519, 3.783], [-6.058, 0.727, 11.097], [-5.300, 4.064, 2.625], [-5.570, -0.437, 9.121], [5.936, 0.032, -8.175], [3.477, 7.294, -14.050], [-3.557, 3.493, -0.442], [6.141, -2.228, 0.878], [7.423, -0.201, -6.656], [-1.579, -2.037, 0.870], [-6.068, -8.270, 10.012], [-2.902, -5.432, 0.839], [-6.452, -6.781, 9.143], [-3.249, 4.200, 0.325], [-4.469, 1.386, 8.968], [-0.352, -1.997, 1.908], [-5.125, -7.633, 7.163], [4.483, 0.590, -3.460], [6.796, 4.185, -11.493], [-5.828, 6.091, 3.689], [4.982, 1.919, -1.834], [1.706, 0.153, -0.651], [7.694, 4.478, -10.003], [1.072, -0.622, 1.312], [3.361, 6.441, -13.386], [6.530, 0.660, -7.514], [4.247, 3.251, -10.488], [-0.768, -6.059, 3.622], [-2.010, 1.739, 4.315], [8.017, -0.861, -7.283], [-2.210, -6.490, 3.582], [5.382, 1.606, -6.531], [-4.799, -5.265, -0.542], [0.924, 0.314, 1.872], [6.294, -0.359, 1.944], [-2.500, 0.495, 4.705], [5.556, 0.587, 0.628], [3.404, -4.329, -6.047], [7.374, -0.244, 1.852], [-4.369, -9.651, 8.118], [-5.926, -7.430, 0.137], [2.887, 6.785, -12.467], [-1.649, 4.069, 6.466], [-4.661, 4.114, 4.266], [6.908, 3.875, -10.457], [-4.695, 3.150, 9.118], [-2.135, 2.538, -0.913], [-0.520, 1.951, 4.618], [5.624, 4.043, -9.682], [-5.708, 0.618, 9.351], [6.845, -0.813, -5.969], [-3.166, 5.498, -2.267], [-0.446, -5.763, 2.622], [-4.859, -7.261, 0.282], [-4.405, 3.498, -2.427], [-2.453, 5.475, 8.187], [-4.958, -7.971, 8.184], [2.633, 1.741, -1.817], [-0.377, 3.013, 4.769], [-2.862, -5.662, 3.342], [-3.811, 5.638, 5.449], [4.227, 1.807, -2.609], [-5.131, 4.655, -1.308], [-0.968, -1.368, 3.802], [-6.733, 3.538, 4.122], [-0.125, -0.834, 4.265], [0.819, -0.277, -0.166], [-4.025, -8.001, -1.109], [-7.038, 3.757, 5.867], [-4.220, 1.187, 7.926], [6.498, -2.382, 2.602], [0.314, -1.371, -0.867], [3.674, 0.417, -4.166], [-2.891, 5.036, 7.292], [4.206, -2.102, 2.213], [7.102, 1.350, -8.126], [0.036, 0.509, -0.170], [-2.147, -0.441, 3.627], [-4.587, -5.780, 0.392], [-4.157, -7.371, 8.614], [7.477, 2.185, -10.446], [-2.800, -0.373, 2.688], [-5.536, 4.324, 3.655], [4.241, 2.700, -3.233], [-0.287, 1.349, 5.496], [3.652, -4.155, -7.787], [2.523, 5.356, -14.015], [-7.634, 3.822, 3.583], [4.680, -0.887, -2.479], [-4.548, -7.791, 1.180], [-6.581, 0.976, 8.810], [-4.329, 6.554, 6.862], [3.857, -3.706, -6.818], [-2.318, 7.382, 5.986], [2.498, 4.463, -13.394], [1.502, 5.712, -14.148], [5.378, 5.101, -9.601], [2.076, -1.040, 1.459], [-3.674, 4.335, 7.601], [-5.217, -5.350, 1.170], [5.541, -3.037, -5.647], [0.326, -3.462, 1.913], [-0.520, -4.653, 4.674], [0.018, 1.570, 3.745], [-4.194, 4.193, -1.618], [6.174, -2.748, -7.904], [5.706, 3.633, -8.677], [-0.118, -6.861, 3.967]],
  "relative_energy_kcal_mol": 0.00,
  "lumo_ev": 1.5,
  "charge": -1
}

no.,highest occupied orbital energy (eV),frontier orbital gap (eV)
1,-13.19,7.05
2,-7.63,7.59
3,-9.90,10.40
4,-4.99,6.52